This record from OMol25 describes one molecule with the formula C18H27NO5. The level of theory is ωB97M-V/def2-TZVPD.

Values from the calculation:
HOMO energy   -0.34141 Ha
SMILES   CCCCCOC(=O)[C@@H]1[C@H]2C(=O)N(CCCOC)C[C@]23C=C[C@H]1O3
Frontier orbital gap   10.1 eV
LUMO level   0.8 eV

Element x y z (Å)
C -5.83 -2.63 0.03
C -6.70 -1.46 -0.43
C -6.18 -0.09 0.00
C -4.82 0.28 -0.62
C -3.66 0.01 0.32
H -3.61 -1.04 0.62
H -3.72 0.63 1.22
O -2.44 0.33 -0.37
C -1.35 0.49 0.37
O -1.32 0.38 1.57
C -0.17 0.88 -0.49
C 1.17 0.79 0.23
C 2.29 0.00 -0.44
O 2.22 -1.13 -0.88
N 3.39 0.78 -0.44
C 4.67 0.36 -0.96
H 4.49 -0.54 -1.56
C 5.67 0.02 0.14
C 5.28 -1.28 0.84
O 5.50 -2.35 -0.06
C 4.60 -3.42 0.10
H 4.67 -3.86 1.10
H 3.57 -3.10 -0.08
H 4.88 -4.16 -0.64
H 5.89 -1.43 1.75
H 4.23 -1.24 1.13
H 6.66 -0.12 -0.31
H 5.73 0.83 0.87
H 5.06 1.15 -1.61
C 3.20 2.11 0.09
C 1.70 2.25 0.11
C 0.87 3.07 1.07
C -0.32 3.15 0.49
H -1.23 3.59 0.85
C -0.19 2.42 -0.83
H -0.85 2.70 -1.64
O 1.17 2.64 -1.16
H 1.19 3.41 2.03
H 3.66 2.85 -0.57
H 3.62 2.22 1.10
H 1.05 0.45 1.26
H -0.19 0.30 -1.42
H -4.67 -0.29 -1.54
H -4.81 1.34 -0.88
H -6.10 -0.06 1.09
H -6.92 0.65 -0.29
H -6.80 -1.49 -1.51
H -7.71 -1.59 -0.01
H -4.87 -2.61 -0.47
H -5.68 -2.60 1.10
H -6.32 -3.57 -0.22

This record from OMol25 describes C18H18N8O4S2Ti as an isolated structure. The level of theory is ωB97M-V/def2-TZVPD.

Values from the calculation:
HOMO energy (spin up / spin down)   -0.20279 / -0.20378 Ha
Frontier orbital gap (spin up / spin down)   4.2 / 4.3 eV
LUMO level (spin up / spin down)   -1.3 / -1.3 eV

Element x y z (Å)
Ti -0.51 0.01 0.06
O -2.34 -2.87 -2.39
C -1.74 -2.16 -1.44
O -1.84 -0.93 -1.38
C -0.99 -2.85 -0.43
C -0.76 -4.22 -0.27
C -0.05 -4.66 0.82
C 0.46 -3.72 1.75
C 0.23 -2.39 1.53
N -0.49 -1.96 0.47
C 0.79 -1.23 2.31
O 1.47 -1.38 3.30
O 0.47 -0.08 1.75
H -2.75 -2.25 -3.00
H -1.15 -4.91 -1.01
H 0.14 -5.71 0.96
H 1.03 -4.02 2.61
N 2.23 2.02 0.23
C 1.11 2.74 0.12
N 1.21 4.06 0.01
C 0.05 4.71 -0.12
N 0.11 6.04 -0.31
N -1.18 4.16 -0.07
C -1.17 2.84 0.07
N -0.07 2.07 0.11
C -2.43 2.12 0.28
C -3.68 2.73 0.14
C -4.81 2.01 0.43
C -4.67 0.68 0.86
C -3.43 0.13 0.94
N -2.29 0.82 0.65
H 3.09 2.53 0.36
H 2.20 1.04 0.45
H 1.00 6.49 -0.32
H -0.74 6.56 -0.38
H -3.71 3.77 -0.17
H -5.79 2.46 0.33
H -5.53 0.07 1.10
H -3.28 -0.90 1.23
C 3.93 -1.21 -1.65
S 2.99 -1.80 -0.24
C 4.29 -1.80 1.01
H 4.21 -0.16 -1.53
H 3.31 -1.30 -2.53
H 4.83 -1.81 -1.78
H 5.07 -2.53 0.78
H 3.84 -2.05 1.97
H 4.75 -0.81 1.09
S 1.12 -0.26 -4.33
C 0.83 -0.10 -2.75
N 0.63 0.01 -1.59

This record from OMol25 describes C45H26Cl5F9N4O3PSTl as an isolated structure. The level of theory is ωB97M-V/def2-TZVPD.

Values from the calculation:
HOMO energy (spin up / spin down)   -0.44061 / -0.44088 Ha
Frontier orbital gap (spin up / spin down)   3.7 / 3.7 eV
LUMO level (spin up / spin down)   -8.3 / -8.3 eV
Net charge   +2

Element x y z (Å)
Tl -0.13 -1.55 -0.47
Cl -2.49 -4.73 -0.58
C -3.13 -4.66 1.02
C -3.21 -3.42 1.62
C -3.69 -3.50 2.96
Cl -3.39 -1.95 3.70
C -4.20 -4.61 3.47
Cl -4.70 -3.90 5.26
C -4.12 -5.88 2.94
Cl -4.69 -7.24 3.75
C -3.57 -5.87 1.64
Cl -3.48 -7.32 0.78
O -3.07 2.89 5.41
C -3.48 1.95 4.57
O -4.31 1.14 4.93
C -2.86 1.90 3.21
C -1.53 1.52 3.05
C -1.04 1.19 1.80
C -1.86 1.24 0.63
C -3.18 1.77 0.81
C -3.66 2.07 2.07
N -1.35 0.76 -0.51
C -1.95 1.11 -1.75
C -2.27 -0.02 -2.68
C -3.24 0.13 -3.67
C -3.42 -0.89 -4.59
C -2.63 -2.03 -4.49
C -1.70 -2.10 -3.47
N -1.52 -1.11 -2.59
H -2.46 3.51 4.98
H -0.88 1.46 3.91
H 0.00 0.91 1.68
H -3.83 1.92 -0.04
H -4.68 2.42 2.19
H -2.77 1.82 -1.71
H -3.82 1.04 -3.73
H -4.15 -0.79 -5.38
H -2.73 -2.85 -5.19
H -1.07 -2.97 -3.36
S -0.77 -1.65 3.11
C -2.21 -1.85 2.43
C -2.09 -1.65 4.69
C -4.63 -2.22 4.93
C -4.35 -0.77 2.75
C -4.00 -0.98 1.46
N -2.83 -2.02 1.22
H -1.92 -1.49 5.75
H -5.37 -1.64 5.46
H -5.20 -0.21 3.11
H -4.58 -0.80 0.57
O -1.22 2.79 -3.16
N -0.81 1.88 -2.54
F 8.72 -2.81 -0.17
C 8.52 -1.61 -0.72
F 8.93 -1.68 -2.00
F 9.33 -0.73 -0.10
C 7.08 -1.18 -0.64
C 6.10 -2.06 -0.24
C 4.77 -1.64 -0.20
C 4.44 -0.34 -0.57
C 5.44 0.54 -0.98
C 6.76 0.13 -1.01
P 2.68 0.12 -0.58
C 2.32 0.45 -2.34
C 1.91 -0.65 -3.10
C 1.49 -0.49 -4.41
C 1.48 0.78 -4.97
C 1.95 1.87 -4.26
C 2.38 1.70 -2.95
C 0.85 0.95 -6.33
F 1.21 -0.02 -7.18
F -0.50 0.89 -6.22
F 1.16 2.12 -6.88
C 2.62 1.75 0.24
C 1.53 2.59 0.01
C 1.37 3.75 0.75
C 2.28 4.07 1.74
C 3.37 3.24 1.98
C 3.54 2.08 1.23
C 2.04 5.29 2.58
F 0.82 5.23 3.17
F 2.04 6.41 1.83
F 2.94 5.44 3.55
H 6.36 -3.07 0.05
H 4.00 -2.33 0.12
H 5.19 1.55 -1.27
H 7.54 0.81 -1.32
H 1.93 -1.64 -2.66
H 1.17 -1.35 -4.99
H 1.96 2.85 -4.72
H 2.72 2.57 -2.40
H 0.79 2.33 -0.74
H 0.53 4.40 0.56
H 4.08 3.49 2.76
H 4.39 1.44 1.43

This record from OMol25 describes one molecule with the formula C5H10O. The level of theory is ωB97M-V/def2-TZVPD.

Values from the calculation:
HOMO energy   -0.35759 Ha
SMILES   CC(C)CC=O
Frontier orbital gap   10.8 eV
LUMO level   1.0 eV

Element x y z (Å)
O 2.08 1.15 -1.59
C 1.77 1.33 -0.44
C 0.94 0.43 0.45
C -0.17 -0.35 -0.30
C -1.51 0.44 -0.36
C -0.48 -1.58 0.55
H 2.09 2.32 -0.04
H 0.39 1.00 1.22
H 1.68 -0.25 0.89
H 0.21 -0.56 -1.29
H -1.33 1.44 -0.80
H -2.12 -0.08 -1.10
H -1.96 0.57 0.63
H 0.07 -2.43 0.07
H -1.48 -2.01 0.53
H -0.18 -1.43 1.58

This record from OMol25 describes C5H9NO as an isolated structure. The level of theory is ωB97M-V/def2-TZVPD.

Values from the calculation:
HOMO energy   -0.29847 Ha
Frontier orbital gap   8.9 eV
LUMO level   0.8 eV

Element x y z (Å)
O 0.08 2.58 0.91
C 0.39 1.35 0.34
C 0.52 -0.34 1.26
C -0.13 -0.75 -0.01
C 0.53 -1.54 -1.08
N -0.66 -2.04 -0.38
C -0.73 0.60 -0.33
H -0.84 2.61 1.24
H 1.32 1.49 -0.18
H 0.25 0.55 1.80
H 1.45 -0.85 1.52
H 1.44 -2.11 -0.89
H 0.43 -1.19 -2.11
H -1.49 -1.93 -0.97
H -0.90 0.86 -1.37
H -1.66 0.71 0.24

This record from OMol25 describes one molecule with the formula C3H8N2. The level of theory is ωB97M-V/def2-TZVPD.

Values from the calculation:
HOMO energy   -0.26957 Ha
SMILES   C/C(N)=C/N
Frontier orbital gap   8.4 eV
LUMO level   1.1 eV

Element x y z (Å)
C 1.72 -0.71 0.33
C 0.41 -0.03 0.04
C -0.74 -0.66 0.22
N -2.02 -0.03 0.08
N 0.48 1.26 -0.50
H 1.52 -1.71 0.71
H 2.30 -0.17 1.08
H 2.30 -0.80 -0.60
H -0.82 -1.67 0.59
H -1.95 0.91 -0.28
H -2.66 -0.54 -0.52
H 1.38 1.71 -0.44
H -0.08 1.49 -1.30

This record from OMol25 describes one molecule with the formula C6H6O. The level of theory is ωB97M-V/def2-TZVPD.

Values from the calculation:
HOMO energy   -0.32651 Ha
SMILES   O=CC1=CCC=C1
Frontier orbital gap   9.0 eV
LUMO level   0.1 eV

Element x y z (Å)
C 0.40 0.50 -2.11
C 0.04 0.31 -0.71
C 0.62 0.87 0.38
C 0.05 0.19 1.57
C -0.70 -0.98 1.07
C -0.86 -0.76 -0.32
H 1.27 1.17 -2.34
H 1.31 1.61 0.21
H 0.87 -0.36 2.18
H -0.49 0.84 2.19
H -0.95 -1.83 1.80
H -1.29 -1.53 -0.90
O -0.27 -0.03 -3.02

This record from OMol25 describes one molecule with the formula C3H7N3O2. The level of theory is ωB97M-V/def2-TZVPD.

Values from the calculation:
HOMO energy   -0.34107 Ha
SMILES   NC(=O)N/N=C/CO
Frontier orbital gap   9.4 eV
LUMO level   0.2 eV

Element x y z (Å)
C -1.89 0.52 0.03
C 1.45 -0.80 -0.19
C 2.77 0.05 -0.02
H -3.23 -0.50 -0.75
H -4.05 0.60 -0.10
H -1.28 -1.49 1.10
H 1.54 -2.00 -0.48
H 3.15 -0.32 1.02
H 3.27 -0.21 -1.13
H 1.51 1.55 0.25
N -3.23 0.05 0.10
N -1.06 -0.67 0.22
N 0.28 -0.14 -0.09
O -1.71 1.76 -0.15
O 2.49 1.60 0.18

This record from OMol25 describes a 2-piece molecular cluster, C6H10O overall. The level of theory is ωB97M-V/def2-TZVPD.

Values from the calculation:
HOMO energy   -0.29750 Ha
Frontier orbital gap   9.0 eV
LUMO level   0.9 eV

Element x y z (Å)
C 0.00 1.03 -0.49
C -1.35 0.35 -0.34
O -1.49 -0.32 0.76
C -0.49 -0.39 1.83
C 0.78 -1.08 1.42
C 1.43 -0.94 0.27
C 1.03 -0.05 -0.88
H 0.34 1.56 0.41
H -0.08 1.75 -1.31
H -2.54 1.10 -3.24
H -2.39 0.85 -2.55
H -0.32 0.62 2.21
H -0.99 -0.96 2.61
H 1.18 -1.77 2.16
H 2.32 -1.54 0.11
H 0.64 -0.66 -1.70
H 1.93 0.44 -1.27

This record from OMol25 describes C34H35N2O5RuS as an isolated structure. The level of theory is ωB97M-V/def2-TZVPD.

Values from the calculation:
HOMO energy (spin up / spin down)   -0.02030 / -0.04823 Ha
Frontier orbital gap (spin up / spin down)   4.2 / 5.0 eV
Expectation value of S²   0.769
LUMO level (spin up / spin down)   3.7 / 3.7 eV
Spin multiplicity   2
Net charge   -2

Element x y z (Å)
Ru -0.23 -0.62 -0.16
C -5.43 6.74 -2.19
C -6.02 7.07 -0.84
O -5.90 8.14 -0.31
S -6.96 5.73 -0.04
C -5.68 4.50 -0.02
C -5.77 3.37 -0.82
C -4.76 2.42 -0.81
C -3.63 2.57 0.01
C -3.56 3.72 0.81
C -4.57 4.66 0.81
C -2.59 1.60 0.01
C -1.70 0.77 -0.04
H -4.93 7.61 -2.59
H -6.23 6.40 -2.86
H -4.73 5.91 -2.09
H -6.63 3.24 -1.47
H -4.83 1.54 -1.43
H -2.69 3.86 1.45
H -4.51 5.54 1.44
C 1.89 -0.03 3.29
O 2.10 -1.43 3.34
C 0.98 -2.23 3.30
C -0.25 -1.84 3.79
C -1.33 -2.71 3.73
C -1.16 -3.98 3.19
C 0.08 -4.37 2.70
C 1.16 -3.50 2.72
N 2.41 -3.83 2.25
C 2.72 -4.78 1.29
C 1.81 -5.25 0.27
C 1.81 -6.60 -0.10
C 0.95 -7.11 -1.06
C 0.03 -6.25 -1.66
C 0.01 -4.91 -1.34
C 0.91 -4.33 -0.40
O 0.94 -3.08 -0.16
H 2.85 0.42 3.05
H 1.56 0.35 4.26
H 1.17 0.23 2.51
H -0.38 -0.85 4.19
H -2.30 -2.39 4.08
H -2.00 -4.66 3.12
H 0.20 -5.35 2.26
H 3.14 -3.19 2.53
H 3.77 -5.06 1.26
H 2.50 -7.27 0.41
H 0.97 -8.17 -1.31
H -0.67 -6.64 -2.40
H -0.69 -4.23 -1.81
C 0.92 0.17 -3.43
C 1.48 1.44 -2.87
C 2.19 2.34 -3.64
C 2.78 3.47 -3.08
C 2.66 3.70 -1.72
C 1.96 2.83 -0.90
C 1.79 3.07 0.57
C 1.36 1.69 -1.47
N 0.68 0.80 -0.72
H 1.16 0.09 -4.50
H -0.16 0.07 -3.28
H 1.38 -0.67 -2.90
H 2.30 2.15 -4.71
H 3.34 4.17 -3.71
H 3.12 4.58 -1.27
H 2.28 3.99 0.88
H 2.20 2.24 1.15
H 0.73 3.11 0.84
C 4.85 -1.12 -0.41
C 3.52 -0.64 0.17
O 2.43 -1.19 -0.49
H 5.69 -0.64 0.09
H 4.90 -0.88 -1.48
H 4.95 -2.20 -0.30
H 3.44 0.45 0.05
H 3.49 -0.86 1.25
H 2.25 -2.15 -0.31
O -1.49 -1.73 0.02

This record from OMol25 describes one molecule with the formula C2H6N4S. The level of theory is ωB97M-V/def2-TZVPD.

Values from the calculation:
HOMO energy   -0.32391 Ha
SMILES   N/N=C\NNC=S
Frontier orbital gap   9.3 eV
LUMO level   0.5 eV

Element x y z (Å)
C -1.02 0.57 0.59
C 2.06 0.16 0.14
H -2.51 -1.98 -0.26
H -0.90 -1.69 -0.48
H -0.96 1.24 1.41
H -0.24 0.18 -1.25
H 1.46 2.07 -0.23
H 3.04 0.55 0.36
N -1.83 -1.26 -0.47
N -1.87 -0.37 0.63
N -0.15 0.87 -0.48
N 1.16 1.12 -0.14
S 1.78 -1.46 0.17

This record from OMol25 describes a 2-piece molecular cluster, C3H8O3 overall. The level of theory is ωB97M-V/def2-TZVPD.

Values from the calculation:
HOMO energy   -0.38714 Ha
SMILES   CCC(=O)O.O
Frontier orbital gap   11.1 eV
LUMO level   0.5 eV

Element x y z (Å)
O -0.29 1.07 2.29
C -0.48 1.33 1.10
O -0.28 2.53 0.58
C -1.24 0.46 0.09
C -1.37 -0.93 0.52
H 0.11 3.12 1.27
H -0.75 0.60 -0.88
H -2.32 0.78 0.10
H -1.65 -1.08 1.56
H -0.39 -1.32 0.41
H -1.94 -1.67 -0.09
H 3.57 -2.41 -2.27
H 3.63 -0.93 -1.99
O 3.39 -1.56 -2.67

Please write out number 2 again, unchanged.
This record from OMol25 describes C18H18N8O4S2Ti as an isolated structure. The level of theory is ωB97M-V/def2-TZVPD.

Values from the calculation:
HOMO energy (spin up / spin down)   -0.20279 / -0.20378 Ha
Frontier orbital gap (spin up / spin down)   4.2 / 4.3 eV
LUMO level (spin up / spin down)   -1.3 / -1.3 eV

Element x y z (Å)
Ti -0.51 0.01 0.06
O -2.34 -2.87 -2.39
C -1.74 -2.16 -1.44
O -1.84 -0.93 -1.38
C -0.99 -2.85 -0.43
C -0.76 -4.22 -0.27
C -0.05 -4.66 0.82
C 0.46 -3.72 1.75
C 0.23 -2.39 1.53
N -0.49 -1.96 0.47
C 0.79 -1.23 2.31
O 1.47 -1.38 3.30
O 0.47 -0.08 1.75
H -2.75 -2.25 -3.00
H -1.15 -4.91 -1.01
H 0.14 -5.71 0.96
H 1.03 -4.02 2.61
N 2.23 2.02 0.23
C 1.11 2.74 0.12
N 1.21 4.06 0.01
C 0.05 4.71 -0.12
N 0.11 6.04 -0.31
N -1.18 4.16 -0.07
C -1.17 2.84 0.07
N -0.07 2.07 0.11
C -2.43 2.12 0.28
C -3.68 2.73 0.14
C -4.81 2.01 0.43
C -4.67 0.68 0.86
C -3.43 0.13 0.94
N -2.29 0.82 0.65
H 3.09 2.53 0.36
H 2.20 1.04 0.45
H 1.00 6.49 -0.32
H -0.74 6.56 -0.38
H -3.71 3.77 -0.17
H -5.79 2.46 0.33
H -5.53 0.07 1.10
H -3.28 -0.90 1.23
C 3.93 -1.21 -1.65
S 2.99 -1.80 -0.24
C 4.29 -1.80 1.01
H 4.21 -0.16 -1.53
H 3.31 -1.30 -2.53
H 4.83 -1.81 -1.78
H 5.07 -2.53 0.78
H 3.84 -2.05 1.97
H 4.75 -0.81 1.09
S 1.12 -0.26 -4.33
C 0.83 -0.10 -2.75
N 0.63 0.01 -1.59